{"formula": "C16H26CaN4O9", "method": "ωB97M-V with the def2-TZVPD basis set", "symbols": ["Ca", "N", "C", "C", "N", "C", "C", "N", "C", "C", "N", "H", "H", "H", "H", "H", "H", "H", "H", "H", "H", "H", "H", "H", "H", "H", "H", "H", "H", "O", "C", "O", "C", "C", "C", "C", "C", "O", "C", "C", "O", "O", "H", "H", "H", "H", "H", "H", "H", "H", "O", "C", "O", "C", "O", "O"], "coordinates": [[-1.040, -0.431, -1.677], [2.527, 1.387, 0.335], [3.595, 0.855, 1.165], [3.216, -0.525, 1.722], [2.457, -1.319, 0.783], [3.203, -1.681, -0.402], [2.387, -1.862, -1.681], [1.512, -0.724, -1.912], [1.718, -2.439, 1.336], [0.952, -2.155, 2.625], [0.191, -0.908, 2.564], [2.525, 2.394, 0.257], [1.621, 1.065, 0.654], [3.842, 1.485, 2.032], [4.510, 0.790, 0.565], [2.586, -0.368, 2.594], [4.148, -1.026, 2.061], [3.766, -2.622, -0.235], [3.936, -0.893, -0.580], [1.780, -2.770, -1.646], [3.129, -2.002, -2.480], [1.277, -0.622, -2.892], [1.914, 0.151, -1.584], [2.390, -3.301, 1.527], [1.005, -2.776, 0.580], [1.654, -2.102, 3.466], [0.314, -3.033, 2.786], [-0.467, -0.891, 3.336], [-0.397, -0.929, 1.728], [0.141, 3.794, -1.957], [-0.567, 2.787, -1.828], [-0.274, 1.600, -2.161], [-1.890, 2.978, -1.049], [-1.626, 2.508, 0.389], [-2.769, 2.922, 1.332], [-3.842, 1.853, 1.005], [-3.180, 1.139, -0.170], [-1.805, 1.086, 0.286], [-3.129, 2.081, -1.393], [-3.104, 1.387, -2.780], [-3.404, 2.088, -3.749], [-2.810, 0.148, -2.783], [-2.126, 4.041, -1.086], [-0.625, 2.726, 0.757], [-3.102, 3.940, 1.120], [-2.455, 2.872, 2.375], [-4.812, 2.278, 0.743], [-3.971, 1.158, 1.836], [-3.532, 0.132, -0.376], [-4.021, 2.711, -1.408], [-1.952, -3.879, 0.439], [-1.556, -2.998, -0.313], [-1.570, -1.732, -0.068], [-0.911, -3.392, -1.731], [-0.565, -4.558, -1.907], [-0.792, -2.420, -2.551]], "atomic_forces_ev_per_a": [[0.8, 0.4, -0.1], [0.0, 0.0, 0.0], [0.0, 0.0, 0.0], [0.1, -0.1, 0.0], [-0.1, 0.1, 0.0], [0.0, -0.1, 0.0], [-0.1, -0.1, 0.2], [0.0, 0.3, 0.1], [0.0, 0.0, 0.0], [0.0, 0.0, -0.1], [-0.1, 0.0, -0.1], [0.0, 0.0, 0.0], [0.0, 0.0, 0.0], [0.0, 0.0, 0.0], [0.0, 0.0, 0.0], [0.0, 0.0, 0.0], [0.0, 0.0, 0.0], [0.1, 0.0, 0.0], [0.0, 0.0, 0.0], [0.0, 0.0, 0.0], [0.0, 0.0, 0.0], [0.2, 0.0, 0.0], [0.1, 0.0, 0.0], [0.0, 0.0, 0.0], [0.0, 0.0, 0.0], [0.0, 0.0, 0.0], [0.0, 0.0, 0.0], [0.0, 0.0, 0.0], [0.0, 0.0, -0.1], [0.0, 0.1, 0.0], [0.0, -0.1, 0.0], [0.2, 0.7, -0.1], [-0.1, 0.0, 0.0], [0.1, -0.1, 0.0], [0.0, 0.0, 0.0], [0.0, 0.1, 0.0], [0.0, 0.0, 0.0], [-0.2, 0.1, -0.1], [0.1, 0.1, 0.0], [0.0, -0.1, 0.0], [0.0, 0.1, 0.0], [-0.8, 0.5, -0.4], [0.0, 0.0, 0.0], [0.0, 0.0, 0.0], [0.0, 0.0, 0.0], [0.0, 0.0, 0.0], [0.0, 0.0, 0.0], [0.0, 0.0, 0.0], [0.0, 0.0, 0.0], [0.0, 0.0, 0.0], [0.0, -0.1, 0.1], [0.2, 0.0, -0.1], [-0.2, -1.0, 0.9], [-0.1, 0.0, 0.1], [0.1, 0.0, 0.0], [0.1, -0.8, -0.1]], "nbo_charge": [1.7895, -0.8577, -0.2112, -0.2213, -0.4518, -0.2120, -0.2196, -0.8919, -0.2187, -0.2243, -0.8671, 0.3677, 0.3877, 0.1558, 0.1581, 0.2192, 0.1381, 0.1527, 0.1874, 0.2136, 0.1550, 0.3725, 0.4019, 0.1452, 0.2273, 0.1539, 0.1915, 0.3437, 0.4071, -0.7417, 0.8068, -0.8795, -0.3435, 0.0879, -0.4342, -0.4100, 0.0520, -0.5562, -0.3595, 0.7952, -0.7246, -0.8676, 0.2141, 0.2043, 0.1978, 0.1997, 0.1949, 0.2042, 0.2413, 0.2105, -0.6957, 0.6629, -0.9215, 0.6569, -0.7086, -0.8784], "de_lowest_kj_mol": 54.1, "total_energy_ev": -59848.1200, "total_charge": -2, "homo_ev": -2.254, "lumo_ev": 4.8, "multiplicity": 1}